This record from the Open Molecules 2025 dataset describes a molecular structure, C30H37AlN3O8P2S in a non-equilibrium geometry. The level of theory is ωB97M-V/def2-TZVPD.

Last column: Löwdin charge in e.
Atoms and positions in Å:
1 Al -0.4231 -1.0180 -0.8828  -0.06
2 C -0.3937 -3.6479 0.4142  -0.03
3 N 0.1565 -2.3278 0.7949  -0.20
4 C 1.5792 -2.5150 1.0991  -0.06
5 C -0.6139 -1.8333 1.9263  -0.23
6 C -0.2931 -2.1119 3.2397  -0.03
7 C -1.0925 -1.6382 4.2700  -0.08
8 C -2.2134 -0.8924 3.9582  -0.07
9 C -2.5473 -0.6113 2.6409  0.00
10 C -1.7629 -1.0831 1.5857  -0.21
11 N -1.9303 -0.9278 0.2211  0.07
12 C -3.0730 -0.5916 -0.4926  -0.17
13 C -4.2471 0.0122 -0.0338  0.00
14 C -5.3207 0.2292 -0.8834  -0.07
15 C -5.2546 -0.1176 -2.2209  -0.08
16 C -4.0912 -0.6970 -2.7052  -0.02
17 C -3.0201 -0.9238 -1.8631  -0.18
18 N -1.8010 -1.5805 -2.3377  -0.19
19 C -2.0509 -3.0369 -2.3994  -0.02
20 C -1.4106 -1.1336 -3.6921  -0.04
21 H -0.1637 -4.3943 1.1787  0.11
22 H -1.4741 -3.5780 0.3262  0.09
23 H 0.0362 -3.9618 -0.5382  0.10
24 H 1.7300 -3.3347 1.8044  0.10
25 H 2.1089 -2.7561 0.1801  0.09
26 H 1.9846 -1.6029 1.5267  0.06
27 H 0.5768 -2.7030 3.4905  0.12
28 H -0.8382 -1.8539 5.2978  0.11
29 H -2.8424 -0.5089 4.7502  0.11
30 H -3.4229 -0.0131 2.4650  0.09
31 H -4.3502 0.3225 0.9897  0.08
32 H -6.2163 0.6923 -0.4918  0.11
33 H -6.0951 0.0461 -2.8795  0.11
34 H -4.0315 -0.9707 -3.7499  0.12
35 H -2.7896 -3.2666 -3.1703  0.11
36 H -1.1172 -3.5518 -2.6304  0.10
37 H -2.4373 -3.3899 -1.4474  0.09
38 H -2.0397 -1.5861 -4.4601  0.10
39 H -1.4806 -0.0541 -3.7664  0.08
40 H -0.3797 -1.4299 -3.8705  0.07
41 C 2.4252 2.7524 -3.4935  0.01
42 C 1.6351 1.4649 -3.3162  -0.65
43 O 1.2221 0.8990 -4.5324  0.01
44 P 0.0826 1.8418 -2.3429  0.63
45 O 0.2590 3.0598 -1.4064  -0.10
46 O -0.9281 2.2808 -3.4881  -0.08
47 O -0.4833 0.6761 -1.5637  -0.15
48 P 2.4129 -1.1265 -2.4329  0.83
49 O 1.8416 -1.6559 -3.8616  -0.25
50 O 2.4116 0.5642 -2.6015  -0.27
51 O 1.0997 -1.3997 -1.5939  -0.31
52 H 1.7906 3.5499 -3.8815  0.10
53 H 3.2523 2.5723 -4.1792  0.11
54 H 2.8331 3.0464 -2.5277  0.09
55 H 0.8673 1.5854 -5.1104  0.12
56 H 0.0025 2.7617 -0.4471  0.05
57 H -1.7165 2.7389 -3.1623  0.12
58 H 2.4377 -1.5404 -4.6115  0.07
59 O -0.2733 2.0470 0.9016  -0.48
60 S 0.6618 0.8974 1.1596  1.07
61 C 2.2932 1.5905 0.7984  -0.35
62 C 2.4427 2.9668 0.8912  -0.06
63 C 3.6558 3.5435 0.5592  -0.05
64 C 4.7212 2.7421 0.1666  -0.06
65 C 4.5724 1.3654 0.1096  -0.06
66 C 3.3498 0.7833 0.4119  -0.09
67 C 0.8394 0.9984 2.9613  -0.33
68 C 1.8554 0.3338 3.6308  -0.08
69 C 1.9385 0.4455 5.0082  -0.06
70 C 1.0209 1.2241 5.6997  -0.06
71 C 0.0196 1.8981 5.0189  -0.05
72 C -0.0793 1.7774 3.6404  -0.07
73 H 1.6080 3.5705 1.2204  0.12
74 H 3.7685 4.6172 0.6159  0.11
75 H 5.6717 3.1925 -0.0848  0.11
76 H 5.4043 0.7365 -0.1762  0.12
77 H 3.2351 -0.2894 0.3354  0.08
78 H 2.5893 -0.2484 3.0893  0.11
79 H 2.7314 -0.0624 5.5398  0.11
80 H 1.1045 1.3250 6.7730  0.11
81 H -0.6791 2.5261 5.5540  0.11
82 H -0.8518 2.2890 3.0850  0.11

The value obtained for the electronic energy is -3255.07271 Eh. Its total charge is +1. The calculation puts the highest occupied orbital energy at -9.835 eV. The multiplicity is 1.



This record from the Open Molecules 2025 dataset describes a molecular structure, C30H37Br2N6OZr. The level of theory is ωB97M-V/def2-TZVPD.

Last column: Löwdin charge in e.
Atoms and positions in Å:
1 Zr -0.3250 -0.6874 0.2064  1.90
2 C -1.7482 -3.0589 -1.3905  0.00
3 N -1.7618 -1.5631 -1.3028  -0.34
4 C -3.0739 -1.0972 -0.7970  -0.05
5 C -1.3767 -1.0227 -2.6047  -0.23
6 C -2.2984 -0.9119 -3.6315  0.00
7 C -1.8800 -0.5524 -4.9016  -0.04
8 C -0.5276 -0.3668 -5.1228  -0.04
9 C 0.4013 -0.4878 -4.0957  -0.01
10 C 0.0041 -0.7978 -2.7910  -0.23
11 N 0.7832 -0.8759 -1.6108  -0.10
12 C 2.1558 -0.5994 -1.4762  -0.24
13 C 3.0616 -0.1112 -2.4289  -0.02
14 C 4.3778 0.1893 -2.0952  -0.05
15 C 4.8559 0.0130 -0.8096  -0.05
16 C 3.9905 -0.4859 0.1521  -0.01
17 C 2.6743 -0.7608 -0.1722  -0.25
18 N 1.7638 -1.3323 0.8170  -0.32
19 C 1.9861 -0.8832 2.2145  -0.03
20 C 1.9019 -2.8279 0.7644  -0.01
21 H -2.4976 -3.3696 -2.1188  0.12
22 H -0.7655 -3.3807 -1.7307  0.11
23 H -1.9629 -3.4848 -0.4139  0.08
24 H -3.8950 -1.3961 -1.4482  0.11
25 H -3.2441 -1.5339 0.1873  0.10
26 H -3.0861 -0.0029 -0.7338  0.10
27 H -3.3442 -1.1268 -3.4567  0.12
28 H -2.5915 -0.4625 -5.7098  0.13
29 H -0.1717 -0.1386 -6.1186  0.13
30 H 1.4308 -0.3789 -4.3733  0.09
31 H 2.7886 0.0208 -3.4568  0.08
32 H 5.0423 0.5429 -2.8729  0.12
33 H 5.8868 0.2261 -0.5655  0.12
34 H 4.3527 -0.6596 1.1570  0.13
35 H 2.8804 -1.3415 2.6378  0.11
36 H 2.0986 0.1989 2.2603  0.09
37 H 1.1360 -1.2000 2.8220  0.09
38 H 2.9539 -3.0828 0.8908  0.12
39 H 1.2965 -3.2797 1.5454  0.07
40 H 1.5662 -3.1818 -0.2096  0.10
41 C -2.1654 2.5263 1.5923  -0.02
42 C -2.1038 1.3713 2.5529  -0.29
43 C -2.6477 1.5785 3.8259  0.02
44 C -2.7262 0.5536 4.7318  0.04
45 C -2.3064 -0.7291 4.3458  -0.17
46 C -2.4471 -1.8983 5.1488  -0.60
47 Br -3.1474 -1.7650 6.8865  0.91
48 C -2.0924 -3.1239 4.6620  -0.12
49 C -1.5703 -3.2504 3.3610  -0.58
50 Br -1.1089 -4.9330 2.6829  0.90
51 C -1.3937 -2.1360 2.5795  -0.38
52 O -0.8982 -2.1827 1.3257  -0.32
53 C -1.7541 -0.8605 3.0546  -0.16
54 N -1.5876 0.1960 2.1705  0.06
55 H -3.0220 3.1538 1.8304  0.11
56 H -2.2972 2.1914 0.5606  0.07
57 H -1.2875 3.1735 1.6940  0.09
58 H -3.0276 2.5589 4.0767  0.13
59 H -3.1464 0.7133 5.7157  0.10
60 H -2.2160 -4.0114 5.2672  0.12
61 N 1.7251 4.0479 -1.4504  0.08
62 C 1.8194 3.7625 0.0208  -0.07
63 C 1.6037 2.2748 0.2715  -0.15
64 N 0.3026 1.7750 -0.2543  -0.09
65 C 0.2056 2.1160 -1.6971  -0.16
66 C 0.3953 3.5976 -1.9854  -0.06
67 H 2.4834 3.5678 -1.9463  0.19
68 H 1.8525 5.0492 -1.6230  0.20
69 H 1.0676 4.3848 0.5077  0.14
70 H 2.8033 4.0689 0.3725  0.15
71 H 1.6444 2.1113 1.3478  0.13
72 H 2.4119 1.7023 -0.1876  0.11
73 H -0.4096 2.3153 0.2325  0.04
74 H -0.7653 1.8131 -2.0917  0.14
75 H 0.9597 1.5388 -2.2299  0.10
76 H -0.3633 4.2200 -1.5093  0.15
77 H 0.3708 3.7801 -3.0587  0.15

The value obtained for the electronic energy is -6763.46863 Eh. The calculation puts the energy above the lowest of the compared OMol25 structures with the same formula, charge and spin at 0.0000 eV. Its total charge is +3. The calculation puts the highest occupied orbital energy at -15.603 eV. The multiplicity is 1.



This record from the Open Molecules 2025 dataset describes a molecular structure, C30H37BrN8OPPbS. The level of theory is ωB97M-V/def2-TZVPD.

Last column: Löwdin charge in e.
Atoms and positions in Å:
1 Pb 0.1548 0.0498 1.1313  1.40
2 C -1.4105 -3.8399 -2.9026  0.02
3 N -1.5528 -2.7914 -1.8811  -0.09
4 C -2.7361 -2.2031 -1.5290  0.00
5 C -2.4541 -1.3247 -0.5247  -0.11
6 N -1.1099 -1.3844 -0.2631  -0.07
7 C -0.5824 -2.2766 -1.0962  -0.45
8 P 1.1482 -2.8647 -1.0776  1.22
9 C 1.2998 -3.0920 0.7185  -0.45
10 N 1.0532 -2.1600 1.6316  -0.05
11 C 1.3040 -2.7226 2.8540  -0.10
12 C 1.7085 -4.0126 2.6662  0.00
13 N 1.7044 -4.2335 1.3174  -0.10
14 C 2.0696 -5.5004 0.6669  0.02
15 C 1.9843 -1.2370 -1.1479  -0.42
16 N 1.7451 -0.1534 -0.4002  -0.06
17 C 2.6568 0.8125 -0.7461  -0.10
18 C 3.4615 0.2994 -1.7132  0.00
19 N 3.0302 -0.9780 -1.9534  -0.09
20 C 3.6182 -1.8863 -2.9520  0.02
21 H -2.2481 -3.7675 -3.5893  0.11
22 H -0.4848 -3.6990 -3.4525  0.09
23 H -1.4168 -4.8224 -2.4358  0.11
24 H -3.6673 -2.4570 -2.0083  0.15
25 H -3.1241 -0.6849 0.0283  0.13
26 H 1.1824 -2.1813 3.7785  0.12
27 H 2.0030 -4.7725 3.3708  0.15
28 H 2.2778 -6.2323 1.4405  0.11
29 H 1.2465 -5.8599 0.0549  0.10
30 H 2.9589 -5.3683 0.0557  0.10
31 H 2.6651 1.7901 -0.2943  0.12
32 H 4.3014 0.7303 -2.2321  0.15
33 H 4.3880 -1.3433 -3.4912  0.11
34 H 4.0671 -2.7462 -2.4614  0.10
35 H 2.8551 -2.2131 -3.6534  0.09
36 N -3.8941 -0.9009 7.3221  0.22
37 C -3.2936 -0.7167 6.3612  -0.15
38 C -2.5351 -0.4993 5.1575  -0.19
39 C -1.8462 0.6986 4.9838  0.02
40 C -1.0964 0.9119 3.8323  -0.08
41 C -1.0807 -0.1107 2.9038  -0.28
42 C -1.7529 -1.3138 3.0270  -0.11
43 C -2.4977 -1.4973 4.1845  0.02
44 H -1.8955 1.4659 5.7450  0.14
45 H -0.5658 1.8410 3.6978  0.10
46 H -1.7163 -2.0892 2.2740  0.10
47 H -3.0495 -2.4162 4.3322  0.14
48 Br 2.8174 0.6945 2.8562  0.89
49 C 2.0341 2.3827 2.5223  -0.72
50 C 2.5910 3.5361 3.0325  -0.05
51 C 1.9335 4.7276 2.7564  0.01
52 C 0.7707 4.7118 1.9975  0.00
53 C 0.2964 3.5042 1.5272  -0.10
54 N 0.9252 2.3449 1.7872  -0.09
55 H 3.4944 3.5060 3.6245  0.13
56 H 2.3282 5.6596 3.1400  0.14
57 H 0.2377 5.6255 1.7746  0.13
58 H -0.6023 3.4303 0.9322  0.10
59 C 0.9763 0.6769 -4.5626  -0.10
60 C 0.0368 1.8684 -4.4006  -0.27
61 C -0.0305 2.3740 -2.9586  -0.32
62 S -0.9676 1.2083 -1.9584  1.01
63 O -0.5487 1.5217 -0.4936  -0.65
64 C -2.6592 1.8523 -2.1826  -0.30
65 C -3.1413 2.7515 -1.0483  -0.27
66 C -2.5615 4.1616 -1.1053  -0.09
67 H 0.9934 0.3365 -5.5968  0.09
68 H 0.6661 -0.1672 -3.9364  0.05
69 H 1.9963 0.9556 -4.2882  0.07
70 H -0.9651 1.6124 -4.7573  0.11
71 H 0.3775 2.6944 -5.0250  0.13
72 H -0.4994 3.3533 -2.8744  0.09
73 H 0.9570 2.4095 -2.4942  0.09
74 H -3.2833 0.9667 -2.2937  0.08
75 H -2.6487 2.3871 -3.1342  0.11
76 H -2.9103 2.2855 -0.0872  0.09
77 H -4.2283 2.7976 -1.1226  0.13
78 H -1.4702 4.1526 -1.0690  0.05
79 H -2.9251 4.7601 -0.2702  0.09
80 H -2.8636 4.6711 -2.0217  0.09

The value obtained for the electronic energy is -5184.16813 Eh. The calculation puts the energy above the lowest of the compared OMol25 structures with the same formula, charge and spin at 1.1982 eV. Its total charge is +3. The calculation puts the highest occupied orbital energy at -16.944 eV. The multiplicity is 1.



- The lowest total charge belongs to which entry?
  C30H37AlN3O8P2S



- Which value of total charge does entry 2 give?
  +3